Density functional theory data (the ωB97M-V functional and the def2-TZVPD basis) for a single C5H8O3 molecule.

XYZ file:
```
16
Properties=species:S:1:pos:R:3:nbo_charge:R:1
C -0.8234 -1.7183 0.2277 0.11
C -0.8703 -0.0574 0.5900 -0.04
C 0.4628 1.8161 0.3737 -0.14
C 1.4689 1.0323 -0.2887 -0.12
C 0.2926 -0.6452 0.0396 0.02
H -2.3893 -1.9201 -1.2504 0.48
H -1.1202 -2.5914 1.0040 0.25
H -1.6626 0.2987 -0.1054 0.21
H -0.1290 2.4798 -0.2870 0.19
H 0.9140 2.5934 0.8749 0.21
H 2.2316 1.7007 -0.9490 0.19
H 2.0704 0.3701 0.2542 0.20
H 1.1838 -0.8665 0.8052 0.19
O -1.3932 -1.5755 -1.1352 -0.72
O -0.2227 1.0492 1.4089 -0.52
O 1.0806 -0.0524 -1.0237 -0.51
```

The HOMO energy is -9.27 eV. The calculation puts the energy above the lowest of the compared OMol25 structures with the same formula, charge and spin at 188.02 kcal per mole. Its gap between HOMO and LUMO is 0.36346 hartree. As for the SMILES: OC1[C@H]2OCCO[C@H]12.



Density functional theory data (the ωB97M-V functional and the def2-TZVPD basis) for a molecular structure, C19H25FeN3SSi.

XYZ file:
```
50
Properties=species:S:1:pos:R:3:nbo_charge:R:1
C -1.4995 -0.1692 0.1879 -0.35
C -2.1246 0.3841 -0.9725 -0.36
C -1.8311 -0.5061 -2.0756 -0.30
H -2.7438 1.2815 -1.0041 0.26
C -1.0603 -1.6051 -1.5622 -0.32
C -0.8696 -1.4019 -0.1710 -0.28
H -0.4355 -2.1161 0.5147 0.25
H -1.6262 0.1772 1.2107 0.25
H -2.2018 -0.4134 -3.0963 0.28
H -0.7186 -2.4717 -2.1179 0.26
Fe 0.0424 0.4328 -1.3574 1.24
C 4.6065 1.4298 -2.5620 -0.84
H 4.3174 0.6313 -1.8761 0.21
H 4.5341 2.3608 -1.9860 0.21
H 3.9071 1.4350 -3.3997 0.20
Si 0.5934 1.3316 -3.3955 0.50
C 0.6499 3.0667 -4.2186 -0.30
C -0.4510 3.8021 -4.7020 -0.25
H -1.4618 3.3957 -4.6312 0.22
C -0.2504 5.0514 -5.3044 -0.21
H -1.1034 5.6297 -5.6677 0.22
C 1.0462 5.5465 -5.4662 -0.21
H 1.2118 6.5254 -5.9144 0.22
C 2.1407 4.7818 -5.0458 -0.20
H 3.1594 5.1360 -5.2021 0.22
C 1.9435 3.5374 -4.4376 -0.25
H 2.7885 2.9039 -4.1497 0.21
C 0.6458 0.3047 -4.9964 -0.32
C 0.6179 0.8732 -6.2818 -0.24
H 0.3449 1.9183 -6.4592 0.23
C 0.9536 0.0875 -7.3930 -0.19
H 1.0448 0.5455 -8.3801 0.22
C 1.1753 -1.2856 -7.2464 -0.21
H 1.4548 -1.9097 -8.1008 0.22
C 0.9927 -1.8700 -5.9831 -0.21
H 1.1105 -2.9400 -5.8517 0.21
C 0.6590 -1.0883 -4.8720 -0.25
H 0.4084 -1.5664 -3.9228 0.19
H -0.8782 1.4367 -3.4028 -0.12
H 5.5754 1.2493 -2.8991 0.23
N 0.5558 1.6166 0.3427 -0.69
N 0.7111 0.7942 1.5293 -0.44
C 1.5219 -0.2769 1.3651 0.31
N 1.8829 -0.9256 2.4820 -0.76
S 1.8945 -0.7092 -0.2252 -0.12
H 1.4742 2.0453 0.1692 0.40
H -0.0772 2.3824 0.6180 0.41
H 0.7736 1.2840 2.4208 0.41
H 2.4676 -1.7385 2.4439 0.44
H 1.4219 -0.7273 3.3691 0.42
```

The HOMO energy (alpha / beta) is -10.63 / -10.80 eV. The calculation puts the energy above the lowest of the compared OMol25 structures with the same formula, charge and spin at 0.00 kcal per mole. Its gap between HOMO and LUMO (alpha / beta) is 0.28023 / 0.22375 hartree. As for the expectation value of S²: 8.770. The spin multiplicity is 6. As for the total charge: +1.



Density functional theory data (the ωB97M-V functional and the def2-TZVPD basis) for 12 unconnected molecules or ions with the total composition C25H47N5O34S7.

XYZ file:
```
118
Properties=species:S:1:pos:R:3:mulliken_charge:R:1
C -2.3731 -3.4817 -1.1951 -0.62
N -1.2232 -4.2508 -0.7282 1.00
O -0.2870 -4.3809 -1.4797 -0.53
O -1.2325 -4.7953 0.3773 -0.59
H -2.2827 -3.4720 -2.2804 0.27
H -2.3159 -2.4539 -0.8410 0.13
H -3.3253 -3.9533 -0.9640 0.36
C 4.2729 0.8893 4.2762 -0.84
N 4.4595 0.0767 3.0116 0.73
O 5.6398 -0.0565 2.6744 -0.54
O 3.4121 -0.2784 2.4955 -0.22
H 3.8430 0.1074 4.9059 0.35
H 3.5503 1.6928 4.1641 0.21
H 5.2635 1.0517 4.6924 0.32
C -4.4272 1.6089 -2.9397 -0.47
N -4.8421 0.1751 -2.9893 0.95
O -3.9724 -0.6740 -3.3251 -0.50
O -6.0021 -0.1525 -2.8113 -0.55
H -5.3690 2.0253 -3.2962 0.35
H -3.5245 1.8725 -3.4816 0.15
H -4.3405 1.8387 -1.8777 0.08
C 0.3749 1.7730 -4.3789 -0.14
C 0.2897 3.2849 -4.1532 -0.02
O 1.2232 3.8760 -5.0071 -0.35
S 1.3456 3.0538 -6.4127 1.06
O 2.7250 2.7161 -6.8165 -0.54
O 0.4536 3.5910 -7.4347 -0.56
O 0.6121 1.7034 -5.7865 -0.31
H -0.6111 1.3939 -4.1102 0.21
H 1.1521 1.2260 -3.8460 0.12
H 0.4383 3.4810 -3.0902 0.12
H -0.6406 3.7860 -4.4280 0.31
C 4.0506 -5.2261 0.3351 -0.25
C 2.7198 -4.7423 0.9852 -0.09
O 2.6760 -3.3237 0.8820 -0.06
S 4.1825 -2.7007 0.6474 1.00
O 4.8838 -2.7096 1.9254 -0.58
O 4.1845 -1.4706 -0.1555 -0.47
O 4.6152 -4.0251 -0.2103 -0.38
H 4.0798 -5.9365 -0.4880 0.30
H 4.7324 -5.5754 1.1115 0.26
H 2.5738 -4.9494 2.0434 0.05
H 1.8523 -5.1567 0.4716 0.20
C -4.5045 1.6291 3.0404 0.10
C -3.4608 2.5290 2.4321 0.19
O -4.0197 3.3242 1.4018 -0.02
S -5.6563 3.1183 1.3821 1.00
O -6.1046 2.1138 0.4356 -0.50
O -6.4100 4.3567 1.4274 -0.60
O -5.6207 2.4775 2.9303 -0.46
H -4.3396 1.2535 4.0479 0.36
H -4.6908 0.7546 2.4127 0.01
H -2.5500 2.0537 2.0665 -0.30
H -3.0354 3.2245 3.1569 0.28
C 0.6712 -0.7739 0.7027 1.44
C 0.7734 -0.8816 -0.8005 1.19
O 0.2497 0.3397 -1.3092 0.11
S -0.5809 1.2661 -0.2714 -0.54
O -2.0177 1.3001 -0.5488 -0.19
O 0.1292 2.5259 -0.0790 0.20
O -0.3031 0.2224 0.9656 -0.34
H 1.5787 -0.7553 1.3032 -1.13
H 0.0589 -1.6139 1.0389 0.08
H 0.2101 -1.7457 -1.1508 -0.81
H 1.8206 -1.0058 -1.0719 -0.04
C -2.1105 5.3794 0.0990 0.13
C -0.5897 5.6264 -0.2244 0.21
O 0.1885 5.3845 0.8879 -0.22
S -0.6682 5.3007 2.2324 1.17
O -0.2309 6.3729 3.1405 -0.65
O -0.7770 3.9671 2.7694 -0.49
O -2.0524 5.7911 1.4795 -0.40
H -2.4071 4.3372 -0.0058 -0.22
H -2.7772 6.0960 -0.3751 0.40
H -0.4591 6.6349 -0.6187 0.37
H -0.2737 4.9497 -1.0198 -0.31
C 1.7861 -3.6044 -4.2821 -0.59
C 2.5568 -2.5167 -3.5584 0.44
O 1.6624 -1.4116 -3.5932 -0.22
S 0.2633 -1.5973 -4.5533 0.87
O 0.3928 -1.0289 -5.8889 -0.53
O -0.9007 -1.2322 -3.7726 -0.09
O 0.4438 -3.1922 -4.5179 -0.39
H 1.6774 -4.5371 -3.7300 0.39
H 2.4040 -3.8713 -5.1413 0.29
H 3.4789 -2.2140 -4.0508 0.39
H 2.6941 -2.8188 -2.5197 -0.46
C 3.7300 2.7808 -0.6924 -0.01
C 4.9159 3.0271 0.2618 -0.58
O 4.4476 3.0323 1.6275 -0.34
S 2.8470 3.4740 1.6431 1.01
O 2.7300 4.8460 2.0859 -0.64
O 1.9535 2.5029 2.2620 -0.35
O 2.6711 3.4178 0.0238 -0.17
H 3.4063 1.7555 -0.8665 0.01
H 4.0664 3.2943 -1.5923 0.31
H 5.3855 3.9812 0.0214 0.36
H 5.7067 2.2984 0.0826 0.38
N -5.0795 -2.8416 0.8685 0.10
C -4.7859 -1.6172 0.3017 -0.63
C -3.6980 -1.1187 0.9428 0.13
C -3.2085 -2.0931 1.8320 -0.33
C -4.2398 -3.0434 1.9433 -1.08
H -5.8183 -3.4461 0.5488 0.21
H -5.4210 -1.3398 -0.5258 0.45
H -3.1534 -0.2421 0.6290 0.26
H -2.3301 -1.9845 2.4495 0.48
H -4.3442 -3.8620 2.6377 0.43
N 2.1241 -4.0485 4.2672 0.02
C 1.4307 -4.7395 5.2253 -0.57
C 0.2877 -4.0809 5.4758 -0.84
C 0.1703 -3.0119 4.5436 -0.51
C 1.3441 -3.0208 3.8833 -0.53
H 3.0537 -4.2771 3.9571 0.33
H 1.8646 -5.5836 5.7383 0.43
H -0.4060 -4.4670 6.2078 0.39
H -0.5652 -2.2365 4.3993 0.54
H 1.5783 -2.3427 3.0765 0.73
```

The HOMO energy is -8.53 eV. The calculation puts the energy above the lowest of the compared OMol25 structures with the same formula, charge and spin at 0.00 kcal per mole. Its gap between HOMO and LUMO is 0.30618 hartree. As for the SMILES: C[N+](=O)[O-].C[N+](=O)[O-].C[N+](=O)[O-].O=S1(=O)OCCO1.O=S1(=O)OCCO1.O=S1(=O)OCCO1.O=S1(=O)OCCO1.O=S1(=O)OCCO1.O=S1(=O)OCCO1.O=S1(=O)OCCO1.c1cc[nH]c1.c1cc[nH]c1.



Density functional theory data (the ωB97M-V functional and the def2-TZVPD basis) for a molecular structure, C40H49Cl5FN6O2P2Sc.

XYZ file:
```
106
Properties=species:S:1:pos:R:3:mulliken_charge:R:1
Sc 0.7169 -0.0952 -0.7241 -0.70
C -3.3407 2.0872 1.2765 -1.53
C -2.5102 2.9944 0.3709 0.71
C -1.8676 4.0795 1.2349 -1.30
P -1.3466 2.0555 -0.7910 1.72
C -2.3990 2.0040 -2.3348 1.46
C -2.6237 3.2480 -3.1913 -1.96
C -3.7692 1.4218 -1.9693 -1.78
C 0.0104 3.2554 -0.9381 0.10
C -0.2151 4.5266 -1.4766 -0.67
C 0.6132 5.6031 -1.2341 -1.17
C 1.6469 5.4186 -0.3244 -0.83
C 1.8982 4.1824 0.2249 -1.11
C 1.1528 3.0257 -0.1183 0.13
N 1.4248 1.7676 0.3679 1.42
C 2.5783 1.6152 1.1513 -0.26
C 3.8127 2.1804 0.7921 -0.34
C 4.9316 2.0500 1.5885 -1.20
C 4.8722 1.3301 2.7756 -1.29
C 3.6931 0.6802 3.0932 -0.94
C 2.5575 0.7762 2.2865 0.63
P 1.0849 -0.2728 2.4526 1.52
C 0.2619 0.3180 3.9994 0.47
C 0.9617 0.0358 5.3255 -1.52
C 0.0455 1.8208 3.8273 -1.10
C 1.6227 -2.0271 2.7544 1.83
C 2.9407 -2.3584 3.4497 -1.76
C 0.4636 -2.7646 3.4387 -1.61
H -4.1220 2.6714 1.7662 0.59
H -3.8229 1.2637 0.7516 0.21
H -2.7127 1.6746 2.0704 0.20
H -3.1918 3.4994 -0.3237 0.45
H -1.2250 3.6500 2.0009 0.08
H -1.2824 4.7985 0.6699 0.27
H -2.6636 4.6217 1.7515 0.52
H -1.8701 1.2811 -2.9603 -0.72
H -3.0710 4.0710 -2.6298 0.33
H -1.7120 3.6040 -3.6651 0.47
H -3.3299 2.9923 -3.9850 0.49
H -4.3913 2.1753 -1.4838 0.35
H -4.2874 1.1151 -2.8804 0.48
H -3.7064 0.5462 -1.3293 0.19
H -1.0978 4.6967 -2.0653 0.38
H 0.4120 6.5702 -1.6726 0.39
H 2.2674 6.2536 -0.0220 0.38
H 2.6947 4.1141 0.9483 0.50
H 3.8878 2.7157 -0.1446 0.74
H 5.8612 2.5051 1.2710 0.41
H 5.7382 1.2387 3.4159 0.44
H 3.6609 0.0647 3.9803 0.35
H -0.7182 -0.1731 4.0068 0.53
H 1.9390 0.5173 5.3563 0.23
H 0.3750 0.4505 6.1494 0.47
H 1.0949 -1.0281 5.5185 0.27
H 0.9649 2.3644 4.0526 0.32
H -0.2241 2.0699 2.8001 -0.49
H -0.7384 2.1801 4.4952 0.53
H 1.7028 -2.4206 1.7323 -0.73
H 2.9776 -1.9695 4.4674 0.23
H 3.0495 -3.4439 3.5126 0.49
H 3.7988 -1.9744 2.9004 0.38
H 0.5398 -2.6845 4.5250 0.37
H -0.5202 -2.3888 3.1525 0.21
H 0.4944 -3.8268 3.1897 0.44
Cl -0.1061 -3.7880 -2.8646 -0.21
C 1.5394 -3.3211 -2.4312 1.49
C 1.7721 -2.2853 -1.5326 -0.79
C 3.1193 -2.1209 -1.2534 0.63
Cl 3.4913 -0.8769 -0.0810 -0.17
C 4.1771 -2.8279 -1.8119 -0.59
Cl 5.8101 -2.4944 -1.3821 -0.20
C 3.8776 -3.8170 -2.7432 0.68
Cl 5.1418 -4.7105 -3.4943 -0.20
C 2.5427 -4.0712 -3.0491 -0.36
Cl 2.1751 -5.3039 -4.2037 -0.21
F 1.7436 0.6714 -2.1226 -0.61
N -4.1945 -5.3344 1.3379 -0.34
C -4.0298 -4.1043 1.8866 0.27
O -4.7439 -3.6745 2.7682 -0.63
C -2.8938 -3.2858 1.3350 0.62
C -1.7950 -3.8308 0.6990 -1.82
C -0.8022 -2.9835 0.2246 -0.76
N -0.8718 -1.6614 0.3322 3.12
C -1.9154 -1.1463 0.9861 0.14
C -2.9386 -1.9077 1.5070 -1.39
H -4.9860 -5.8727 1.6467 0.25
H -3.7376 -5.5929 0.4826 0.17
H -1.6593 -4.8977 0.5855 0.46
H 0.0846 -3.3754 -0.2481 0.38
H -1.9094 -0.0751 1.0962 -0.72
H -3.7651 -1.4514 2.0329 0.56
C -0.5487 -1.6052 -6.2348 -1.20
N -0.9076 -1.3063 -4.8732 0.32
C -2.1252 -1.7015 -4.2178 -0.76
C -1.8325 -1.2968 -2.7789 -0.67
O -2.6033 -1.4926 -1.8685 -0.52
N -0.5881 -0.7006 -2.7094 2.24
C -0.0791 -0.7749 -3.9528 -1.06
N 1.1399 -0.3731 -4.2734 -0.07
H -1.4449 -1.9071 -6.7723 0.40
H 0.1801 -2.4200 -6.2924 0.33
H -0.1487 -0.7235 -6.7410 0.35
H -2.3077 -2.7760 -4.2753 0.42
H -2.9996 -1.1649 -4.5945 0.36
H 1.6737 0.0889 -3.5357 0.23
H 1.4760 -0.4609 -5.2133 0.16
```

The HOMO energy is -6.66 eV. Its gap between HOMO and LUMO is 0.24463 hartree.



F_max (eV Å⁻¹)
6.04; 3.68; 4.11; 0.72